Entry 1:
The following is a quantum chemistry calculation of a molecular structure, C12H28NO24S6, from the OMol25 dataset.

XYZ file:
```
71
C12H28NO24S6, DFT ωB97M-V/def2-TZVPD
N 0.903 0.806 -0.333
H -0.065 0.641 -0.568
H 0.993 1.756 0.000
H 1.278 0.636 -1.255
H 1.175 0.098 0.335
C 3.514 -4.173 -0.082
C 2.323 -4.157 -1.102
O 2.236 -2.920 -1.722
S 3.707 -2.204 -1.581
O 3.366 -0.805 -1.576
O 4.799 -2.674 -2.434
O 3.788 -2.833 -0.079
H 4.343 -4.744 -0.500
H 3.375 -4.395 0.976
H 1.337 -4.307 -0.662
H 2.531 -4.914 -1.858
C 0.592 -1.923 -5.531
C 1.999 -1.822 -4.961
O 2.150 -0.403 -4.965
S 0.824 0.415 -4.367
O 0.589 1.549 -5.278
O 1.134 0.558 -2.899
O -0.095 -0.898 -4.843
H -0.043 -2.768 -5.268
H 0.575 -1.745 -6.606
H 2.777 -2.365 -5.498
H 1.993 -2.100 -3.908
C -4.190 -2.660 1.406
C -4.597 -1.214 1.066
O -4.396 -1.280 -0.329
S -2.912 -1.938 -0.674
O -1.796 -1.034 -0.313
O -2.815 -2.798 -1.931
O -3.132 -2.968 0.609
H -5.013 -3.369 1.312
H -3.945 -2.446 2.447
H -4.062 -0.326 1.403
H -5.610 -0.906 1.325
C -0.043 -3.196 3.915
C -1.012 -2.039 3.750
O -0.485 -1.279 2.690
S 1.166 -1.388 2.752
O 1.601 -0.793 4.009
O 1.866 -1.094 1.440
O 0.943 -2.987 2.987
H -0.351 -4.242 3.899
H 0.547 -3.156 4.831
H -1.018 -1.508 4.701
H -1.968 -2.468 3.450
C -0.161 2.069 2.988
C -0.272 3.513 3.374
O 0.791 4.212 2.654
S 2.087 3.220 2.401
O 3.023 3.520 3.524
O 2.531 3.331 1.014
O 1.174 1.817 2.600
H -0.779 1.809 2.128
H -0.442 1.376 3.781
H -0.152 3.700 4.441
H -1.209 3.914 2.986
C -2.632 5.489 -1.341
C -1.717 6.395 -0.493
O -0.513 5.720 -0.212
S -0.430 4.152 -0.858
O -0.716 3.115 0.126
O 0.665 3.991 -1.835
O -1.814 4.411 -1.743
H -3.075 5.939 -2.230
H -3.482 5.062 -0.808
H -2.231 6.737 0.405
H -1.518 7.291 -1.081
```

For the HOMO energy (alpha / beta), the calculation gives -0.0930 / -0.3484 Ha. The maximum force comes out at 5.3 eV/A. As for the spin multiplicity: 2. The calculation puts the HOMO-LUMO gap (alpha / beta) at 0.0973 / 0.3495 hartree.

Entry 2:
The following is a quantum chemistry calculation of a molecular structure, C12H29BeF2N2O5P2, from the OMol25 dataset.

XYZ file:
```
53
C12H29BeF2N2O5P2, DFT ωB97M-V/def2-TZVPD
C 4.216 -0.081 -0.420
C 3.861 -0.829 -1.708
C 2.456 -0.517 -2.250
N 1.465 -1.517 -1.868
P 0.479 -1.238 -0.416
C -1.206 -1.311 -1.313
C -1.931 0.018 -1.379
F -2.015 -2.115 -0.527
P 0.401 -3.484 0.076
O 0.751 -3.586 1.698
O 1.800 -4.071 -0.613
H 3.536 0.762 -0.266
H 4.105 -0.704 0.462
H 5.228 0.311 -0.406
H 4.590 -0.587 -2.479
H 3.915 -1.900 -1.544
H 2.171 0.518 -2.038
H 2.547 -0.583 -3.333
H 0.947 -1.866 -2.660
H 1.714 -1.111 0.335
H -0.248 -0.932 0.798
H 0.456 0.442 -0.739
H -1.199 -1.766 -2.303
H -1.853 0.534 -0.426
H -2.974 -0.210 -1.570
H -1.489 0.636 -2.159
H 1.339 -4.345 1.780
H 2.541 -3.610 -0.190
Be 1.022 1.659 -0.256
C -1.974 -5.547 2.435
C -1.918 -6.992 2.417
N -1.866 -8.141 2.401
H -2.341 -5.160 1.435
H -2.669 -5.210 3.195
H -0.977 -5.151 2.661
F -3.882 -4.885 1.183
C 1.277 4.060 -1.994
O 1.363 2.787 -1.491
H 1.805 4.195 -2.950
H 0.254 4.417 -2.208
H 1.695 4.861 -1.358
O -1.203 1.990 1.357
C -1.609 3.115 1.460
O -0.992 4.161 0.881
C -1.638 5.391 1.262
C -3.045 4.982 1.683
C -2.810 3.581 2.253
H -1.072 5.839 2.081
H -1.632 6.074 0.418
H -3.503 5.676 2.383
H -3.689 4.916 0.806
H -2.543 3.604 3.310
H -3.656 2.920 2.095
```

Its charge is -1. For the HOMO energy, the calculation gives -0.1245 Ha. The maximum force comes out at 4.8 eV/A. The calculation puts the HOMO-LUMO gap at 0.1536 hartree.

Entry 3:
The following is a quantum chemistry calculation of a molecular structure, C12H29CoF5GeO6SeTe, from the OMol25 dataset.

XYZ file:
```
56
C12H29CoF5GeO6SeTe, DFT ωB97M-V/def2-TZVPD
Co 0.125 -0.275 -0.721
C -0.177 -3.702 -1.684
C -0.631 -2.486 -2.463
O 0.300 -1.380 -2.335
C 1.569 -1.557 -3.033
C 2.187 -0.203 -3.276
H -0.993 -4.422 -1.627
H 0.108 -3.426 -0.666
H 0.671 -4.194 -2.158
H -1.586 -2.103 -2.096
H -0.741 -2.691 -3.528
H 1.339 -2.063 -3.972
H 2.211 -2.202 -2.430
H 1.496 0.448 -3.812
H 3.084 -0.326 -3.882
H 2.491 0.282 -2.347
C -1.712 -2.433 6.468
C -0.354 -2.391 5.780
C -0.223 -1.361 4.645
C -1.197 -1.671 3.534
Ge -1.166 -0.757 1.835
C -2.904 0.596 2.551
C -2.390 1.410 3.674
C -3.426 2.546 3.913
C -2.867 3.581 4.882
H -1.677 -3.085 7.339
H -2.502 -2.816 5.819
H -2.007 -1.439 6.813
H -0.100 -3.381 5.390
H 0.410 -2.149 6.523
H 0.790 -1.361 4.296
H -0.423 -0.366 5.047
H -2.209 -1.533 3.914
H -1.101 -2.718 3.215
H -1.905 -1.267 0.580
H -3.654 -0.165 2.752
H -3.002 1.111 1.600
H -1.439 1.886 3.423
H -2.262 0.833 4.589
H -4.347 2.111 4.306
H -3.663 3.013 2.955
H -2.547 3.118 5.816
H -3.627 4.325 5.117
H -2.011 4.100 4.448
F 2.549 -1.516 2.937
Te 2.038 -0.274 1.660
F 3.154 -1.330 0.614
F 3.403 0.907 1.933
F 1.240 0.545 3.121
F 1.943 0.616 -0.047
O 0.586 -1.358 1.136
O -0.788 1.371 -1.202
Se -0.739 2.277 0.208
O 0.508 3.236 0.342
O -0.285 0.800 1.187
O -2.174 2.754 0.692
```

Its charge is +1. For the HOMO energy (alpha / beta), the calculation gives -0.4685 / -0.5176 Ha. The maximum force comes out at 2.2 eV/A. As for the spin multiplicity: 5. The calculation puts the HOMO-LUMO gap (alpha / beta) at 0.2837 / 0.3000 hartree.

Entry 4:
The following is a quantum chemistry calculation of a molecular structure, C12H29LiN3O8, from the OMol25 dataset.

XYZ file:
```
53
C12H29LiN3O8, DFT ωB97M-V/def2-TZVPD
Li -0.133 0.884 -0.340
C 2.436 2.088 -2.263
C 0.988 2.314 -2.719
O 0.076 1.534 -2.316
O 0.853 3.208 -3.573
H 3.053 2.943 -2.516
H 2.782 1.291 -2.937
H 2.511 1.751 -1.235
N -2.977 2.202 -0.214
O -4.067 1.782 0.232
O -1.898 1.664 0.204
O -2.932 3.128 -1.033
C -2.491 -0.704 -2.527
C -1.915 -1.800 -1.631
C -1.748 -3.060 -2.454
O -1.357 -4.118 -1.584
C -1.408 -5.381 -2.158
N -0.615 -1.294 -1.115
H -2.630 0.248 -2.017
H -3.432 -0.957 -3.026
H -1.790 -0.500 -3.347
H -2.560 -1.980 -0.772
H -0.982 -2.897 -3.225
H -2.687 -3.318 -2.960
H -1.214 -5.370 -3.235
H -2.397 -5.823 -1.990
H -0.653 -5.999 -1.673
H -0.087 -0.997 -1.940
H -0.133 -2.131 -0.778
C -0.058 3.993 0.186
O 0.788 2.865 0.382
C 1.172 2.571 1.708
C 1.945 1.280 1.579
N 1.055 0.164 1.194
C 0.133 -0.233 2.256
C 0.803 -0.550 3.588
O 1.896 -1.426 3.347
C 2.646 -1.634 4.512
H -0.974 3.708 -0.331
H 0.485 4.702 -0.443
H -0.346 4.442 1.142
H 0.334 2.582 2.415
H 1.877 3.344 2.074
H 2.564 1.058 2.457
H 2.633 1.406 0.745
H 1.671 -0.635 1.068
H -0.413 -1.126 1.944
H -0.620 0.538 2.431
H 0.153 -1.053 4.317
H 1.137 0.379 4.079
H 2.013 -2.090 5.287
H 3.036 -0.686 4.904
H 3.473 -2.305 4.296
```

Its charge is -1. For the HOMO energy, the calculation gives -0.1708 Ha. The maximum force comes out at 1.3 eV/A. The calculation puts the HOMO-LUMO gap at 0.2563 hartree.

Entry 5:
The following is a quantum chemistry calculation of 4 unconnected molecules or ions with the total composition C12H30B3NO9, from the OMol25 dataset.

XYZ file:
```
55
C12H30B3NO9, DFT ωB97M-V/def2-TZVPD
C 4.081 -3.297 1.630
O 5.122 -2.350 1.646
C 4.854 -1.218 0.838
C 3.892 -0.251 1.507
C 3.411 0.901 0.614
C 2.563 0.392 -0.555
B 1.093 0.086 -0.128
O 0.360 -0.887 -0.797
B -0.300 -1.741 0.053
O -0.606 -2.995 -0.369
O -0.623 -1.362 1.358
B -0.366 -0.052 1.676
N -1.018 0.522 2.863
C -0.465 0.311 3.925
O 0.029 0.139 4.949
O 0.466 0.733 0.931
H 4.457 -4.190 2.118
H 3.753 -3.537 0.615
H 3.202 -2.970 2.195
H 4.491 -1.581 -0.128
H 5.791 -0.694 0.657
H 4.434 0.190 2.344
H 3.023 -0.748 1.942
H 4.263 1.492 0.281
H 2.824 1.560 1.251
H 2.564 1.102 -1.385
H 2.960 -0.532 -0.970
H -0.813 -3.533 0.405
C 1.979 -4.488 -4.056
C 1.427 -5.185 -2.826
O 1.647 -4.426 -1.643
H 3.048 -4.307 -3.941
H 1.820 -5.088 -4.954
H 1.495 -3.520 -4.199
H 1.923 -6.143 -2.676
H 0.354 -5.371 -2.944
H 1.194 -3.583 -1.744
C -4.179 0.959 -0.179
C -4.931 1.836 0.803
O -4.873 1.304 2.124
H -4.589 -0.052 -0.179
H -4.231 1.358 -1.193
H -3.126 0.884 0.106
H -5.983 1.898 0.532
H -4.513 2.849 0.800
H -3.947 1.254 2.382
C -4.996 6.302 -0.231
C -3.572 5.851 -0.501
O -3.454 5.241 -1.784
H -5.679 5.455 -0.296
H -5.087 6.751 0.759
H -5.314 7.038 -0.973
H -3.264 5.105 0.230
H -2.880 6.698 -0.435
H -3.711 5.890 -2.444
```

Its SMILES is COCCCCB1OB(O)OB(N=C=O)O1.CCO.CCO.CCO. For the HOMO energy, the calculation gives -0.3583 Ha. The maximum force comes out at 1.1 eV/A. The calculation puts the HOMO-LUMO gap at 0.3670 hartree.

Entry 6:
The following is a quantum chemistry calculation of a molecular structure, C12H30BF5N2O4Pb, from the OMol25 dataset.

XYZ file:
```
55
C12H30BF5N2O4Pb, DFT ωB97M-V/def2-TZVPD
Pb 0.097 -0.743 0.173
B -0.275 0.720 3.393
F -0.317 -0.755 3.322
F 0.973 1.156 2.834
F -1.328 1.198 2.526
F -0.440 1.168 4.744
F 0.175 -1.358 -1.743
C 3.213 0.966 -0.921
O 2.661 -0.001 -0.101
C 3.686 -0.818 0.481
C 2.978 -1.713 1.527
N 1.919 -2.476 0.855
C 1.293 -3.426 1.821
C 0.224 -4.178 1.060
O -0.864 -3.188 0.693
C -1.611 -3.780 -0.379
H 3.928 1.565 -0.359
H 2.443 1.664 -1.244
H 3.770 0.567 -1.779
H 4.458 -0.282 1.006
H 4.101 -1.413 -0.320
H 2.503 -0.934 2.130
H 3.654 -2.336 2.137
H 2.324 -3.012 0.094
H 0.827 -2.934 2.667
H 2.034 -4.146 2.227
H -0.069 -5.047 1.691
H 0.625 -4.497 0.101
H -2.635 -3.418 -0.284
H -1.625 -4.845 -0.198
H -1.212 -3.538 -1.373
C 0.411 4.960 -3.218
O 0.526 3.898 -2.237
C -0.649 3.849 -1.425
C -0.597 2.603 -0.583
N -0.927 1.331 -1.310
C -2.337 1.198 -1.841
C -3.257 0.742 -0.647
O -2.796 -0.583 -0.278
C -3.233 -0.865 1.086
H 0.343 5.958 -2.736
H -0.423 4.778 -3.910
H 1.337 4.971 -3.793
H -1.585 3.972 -2.010
H -0.631 4.736 -0.749
H -1.168 2.679 0.344
H 0.406 2.590 -0.151
H -0.239 1.216 -2.069
H -2.355 0.369 -2.562
H -2.708 2.109 -2.358
H -4.319 0.795 -0.954
H -3.161 1.426 0.231
H -3.318 -1.938 1.267
H -4.240 -0.525 1.265
H -2.593 -0.435 1.861
```

For the HOMO energy, the calculation gives -0.3302 Ha. The maximum force comes out at 2.5 eV/A. The calculation puts the HOMO-LUMO gap at 0.3467 hartree.

Entry 7:
The following is a quantum chemistry calculation of 2 unconnected molecules or ions with the total composition C12H30BNO3, from the OMol25 dataset.

XYZ file:
```
47
C12H30BNO3, DFT ωB97M-V/def2-TZVPD
C -0.966 -1.478 1.609
C 0.253 -2.213 1.136
O 0.281 -2.729 0.064
O 1.208 -2.237 2.016
C 2.449 -1.575 1.540
B 3.510 -1.343 2.780
C 3.696 0.237 3.223
C 3.871 1.228 2.055
C 2.627 2.064 1.731
C 2.217 2.943 2.882
C 2.970 2.929 0.518
H -0.640 -0.721 2.307
H -1.466 -1.007 0.776
H -1.608 -2.162 2.152
H 2.900 -2.256 0.826
H 2.204 -0.674 0.972
H 4.586 -1.888 2.561
H 3.045 -1.933 3.752
H 2.875 0.568 3.851
H 4.603 0.284 3.814
H 4.639 1.955 2.325
H 4.196 0.745 1.135
H 1.827 1.371 1.485
H 1.407 3.603 2.574
H 3.025 3.583 3.210
H 1.842 2.381 3.721
H 3.051 2.282 -0.349
H 3.946 3.364 0.694
H 2.245 3.718 0.358
C -3.885 -1.334 -4.575
C -2.983 -0.284 -3.949
C -2.555 -0.596 -2.518
O -3.639 -0.351 -1.638
C -4.320 -1.526 -1.179
N -3.743 1.012 -3.857
H -4.856 -1.387 -4.079
H -4.064 -1.117 -5.630
H -3.418 -2.314 -4.515
H -2.114 -0.112 -4.584
H -1.756 0.093 -2.228
H -2.156 -1.606 -2.427
H -3.641 -2.374 -1.098
H -5.147 -1.776 -1.849
H -4.730 -1.314 -0.195
H -4.288 1.220 -4.694
H -3.125 1.802 -3.660
H -4.373 0.926 -3.044
```

For the HOMO energy, the calculation gives -0.2321 Ha. The maximum force comes out at 2.4 eV/A. The calculation puts the HOMO-LUMO gap at 0.1636 hartree.

Entry 8:
The following is a quantum chemistry calculation of a molecular structure, C12H30BaN2O6, from the OMol25 dataset.

XYZ file:
```
51
C12H30BaN2O6, DFT ωB97M-V/def2-TZVPD
Ba 6.026 25.195 20.068
O 6.295 27.862 19.361
C 5.073 28.421 19.372
C 4.832 29.703 20.195
O 5.123 29.673 21.502
H 4.296 27.688 19.794
H 4.743 28.659 18.312
H 3.714 29.913 20.006
H 5.305 30.547 19.597
O 6.638 22.634 19.065
C 7.410 22.797 17.904
C 7.355 24.121 17.129
O 7.610 25.304 17.766
H 7.038 22.034 17.171
H 8.485 22.580 18.085
H 6.351 24.268 16.633
H 8.089 23.957 16.289
C 2.085 23.862 21.059
C 3.073 23.138 20.143
C 3.224 23.796 18.781
O 3.583 25.157 18.941
C 3.158 25.965 17.869
N 4.400 23.049 20.831
H 2.445 24.872 21.263
H 1.982 23.348 22.016
H 1.117 23.955 20.558
H 2.736 22.099 20.007
H 2.244 23.684 18.301
H 4.005 23.263 18.221
H 3.539 26.974 18.018
H 2.064 25.987 17.776
H 3.590 25.623 16.916
H 4.322 22.358 21.570
H 5.023 22.621 20.115
C 6.106 23.668 24.937
C 5.751 24.274 23.589
C 5.203 25.676 23.801
O 4.805 26.252 22.610
C 4.230 27.561 22.739
N 6.904 24.294 22.667
H 5.242 23.589 25.605
H 6.893 24.229 25.448
H 6.466 22.642 24.804
H 4.954 23.687 23.138
H 5.989 26.308 24.259
H 4.367 25.614 24.518
H 3.460 27.558 23.531
H 3.752 27.789 21.794
H 4.991 28.318 22.926
H 7.685 24.713 23.179
H 7.279 23.347 22.580
```

Its charge is -2. For the HOMO energy, the calculation gives 0.0273 Ha. The maximum force comes out at 3.2 eV/A. The calculation puts the HOMO-LUMO gap at 0.1172 hartree.